Entry from the OMol25 dataset: a molecular structure, C43H48N3O4PS3Sr at a distorted geometry (wB97M-V/def2-TZVPD).

Structure (XYZ):
```
103
Properties=species:S:1:pos:R:3:forces:R:3:mulliken_charge:R:1
H -4.770834 -2.418671 0.925319 -0.680 0.301 -0.758 0.1022
C -1.531065 -2.909667 -1.293879 0.392 -0.238 -0.186 0.3065
H -1.583853 -2.748525 1.380585 -0.006 0.172 0.751 -0.0459
H -2.591045 1.089294 2.787805 0.292 -0.128 0.897 0.2588
C 3.381421 -1.749062 -0.952543 1.931 0.052 1.324 -0.0960
H 5.011770 4.743713 -1.222634 0.112 -0.483 -0.199 0.3858
H 3.258875 -0.418523 2.200344 -0.139 -0.410 -0.171 0.1352
H 1.023467 -5.380409 0.568305 0.278 0.325 0.479 0.5253
H -2.271488 -2.929843 3.021018 -0.228 0.019 -0.061 0.5060
H -2.783102 -7.027253 -2.168309 0.098 -0.030 0.185 0.3731
N 1.507733 -1.626603 -2.488180 -1.022 0.401 0.426 0.8959
H 1.117420 1.058312 3.271460 -0.934 0.352 -0.299 -0.2506
H -1.070950 7.485464 0.505271 0.067 -0.406 -0.211 0.3576
C -1.310119 -7.564132 -0.639020 0.526 2.225 -0.354 -0.6258
C -0.433000 4.139939 0.647253 0.665 0.491 -0.341 -0.1399
C 0.142399 -5.724552 0.072444 -0.339 -0.689 -0.262 -0.5887
H -3.109248 2.189973 -4.466739 0.353 0.272 -0.369 0.4159
H -0.573304 3.100497 4.667266 0.865 0.196 -0.390 0.3288
C 4.444749 1.488127 -2.041021 -0.267 -0.741 -1.017 -0.4835
C 0.107727 1.562904 3.301165 2.142 1.438 -0.817 0.7602
H -5.031862 -1.941610 -0.803885 -0.026 0.213 0.381 0.1748
H 0.116123 -3.792636 2.766046 0.163 -0.615 -0.127 0.6493
N -0.296354 1.941332 1.913396 0.276 0.452 -0.239 -0.0620
H 2.626191 -0.435083 3.837319 -0.328 -0.025 0.158 0.2182
H -2.856611 0.023454 4.232921 0.204 0.601 -0.261 0.3832
C -0.899375 5.418104 1.009209 0.025 -0.790 0.801 -0.8342
P 0.590086 2.316951 -1.340217 0.321 -0.327 0.525 1.4462
C -0.767101 6.492019 0.155426 -0.400 0.916 0.775 -0.5897
C -0.793879 0.685697 4.078825 -0.858 -1.863 0.114 2.0737
O 0.857585 -1.882469 2.519844 -0.582 -0.171 -0.073 0.3714
H 4.029468 -1.365556 3.483887 -0.087 -0.046 -0.335 0.4398
C -5.389232 -1.797409 0.224794 -0.301 -0.743 0.946 -0.6158
H 0.645011 4.874816 -2.480671 -0.388 0.338 0.575 0.4194
C 0.092324 3.934471 -0.654075 -1.012 0.372 0.378 -0.1682
C 2.207678 -2.297609 2.804050 0.468 0.142 -1.691 -0.4438
H 3.606729 -2.785088 -5.450200 0.137 -0.104 -0.400 0.4583
H -6.178989 0.274940 2.848669 -0.367 0.025 -0.265 0.2234
C -0.161778 6.334673 -1.058329 0.635 -0.864 -1.430 -0.7142
C 2.791246 -1.888229 -2.329252 0.503 -0.513 -0.502 0.5169
C -0.411019 0.757517 5.575543 -0.350 0.827 0.052 -1.6836
H 0.077775 7.171390 -1.716843 -0.295 -0.141 0.249 0.4090
S -1.859215 -1.272989 -1.601381 -0.606 0.765 0.119 -0.3383
C -0.183978 3.216787 1.773517 -0.241 -0.827 2.078 0.4420
H -1.630711 -8.575503 -0.522364 -0.060 -0.503 -0.186 0.4156
H 2.471182 0.601126 -2.261639 0.342 0.106 -0.060 0.4427
O 4.627594 -1.589086 -0.911935 -1.889 -0.232 0.024 -0.7825
H 6.254452 2.683995 -2.073132 -0.488 -0.145 0.394 0.3632
H 1.813984 2.798436 -4.086692 -0.364 -0.111 -0.066 0.3662
H -0.705850 1.776482 5.983751 0.181 -1.456 -0.150 0.4056
C 0.193821 5.040704 -1.484982 0.248 0.560 -0.413 -0.1354
H 1.198099 -2.279537 -5.751845 0.016 0.088 0.200 0.4404
C 2.360548 2.626820 -1.547736 1.609 -0.165 -0.145 0.7355
S -5.189368 -0.057871 0.698406 0.725 0.106 -1.080 0.0468
H -0.967992 -0.039579 6.093071 0.395 0.406 0.132 0.4866
C -2.030563 2.366485 -4.437036 -0.240 -0.119 1.094 -0.7012
C 0.902464 -1.746971 -3.685893 1.040 -0.759 0.260 -0.5802
C 3.616843 -2.338971 -3.375603 0.222 -0.409 0.077 -0.7052
C -6.509289 0.371452 1.804283 -0.865 0.308 0.453 -0.8528
H 4.897999 0.528440 -2.282818 0.292 0.313 0.000 0.3686
H -6.463168 -2.106692 0.282302 0.886 0.258 -0.029 0.3701
H -1.989598 2.251354 -2.224394 -0.207 -0.216 -0.655 0.4291
C -1.676682 -5.337229 -1.495655 0.973 0.371 0.489 0.8193
C -1.245538 2.592173 -5.560368 -0.116 0.030 -0.485 -0.4535
H 2.569431 -2.907842 1.919275 -0.221 0.872 1.081 0.0186
H -2.628032 1.777447 4.486381 -0.082 -0.278 -0.489 0.4300
S -2.470762 -4.010330 -2.251094 -0.289 -0.272 -0.117 -0.3086
C 0.733222 2.658269 -4.184113 0.025 -0.162 -0.006 -0.0953
C 1.658189 -2.141134 -4.775614 0.364 -0.054 -0.431 -0.9421
H -7.452962 -0.180150 1.636474 0.565 0.051 0.052 0.2766
C -0.638731 -4.840121 -0.665356 -0.652 -0.078 0.637 -0.6829
C -0.215440 -7.068586 0.127199 -1.203 -0.071 -1.273 -0.6320
C -2.314472 0.919888 3.858071 0.214 -0.081 0.303 -1.5793
N -0.625525 -3.458493 -0.497710 -0.268 0.418 -1.226 0.1832
H 0.786980 2.996629 -6.288201 -0.648 -0.150 0.279 0.3762
H -0.161128 -2.702411 4.135652 0.025 -0.017 -0.330 0.2492
H -1.691421 2.648436 -6.552521 -0.034 -0.055 0.254 0.3800
C 3.138021 3.764328 -1.193102 -1.009 -0.788 -0.716 -0.6180
C -0.037939 2.381213 -3.052177 -0.442 1.073 -0.229 0.5499
O 2.592242 -1.831493 0.066252 0.339 0.503 -1.344 -0.1225
C -1.981019 -6.670643 -1.525368 0.088 -1.871 0.874 -0.5776
C 3.062482 -1.060602 3.061675 0.387 -0.270 0.387 -1.0671
H 1.258625 3.063369 4.497665 -0.378 -0.060 -0.038 0.2408
H 0.686464 0.669529 5.741209 -0.703 -0.232 -0.126 0.2957
C 3.032258 -2.428272 -4.619517 -0.955 0.120 0.277 -0.5617
C -1.507910 -2.420311 2.439556 0.612 -0.864 -0.414 -0.3765
C 3.054456 1.492579 -2.034017 -0.038 0.887 1.227 -0.8267
C -1.435931 2.327095 -3.170167 0.580 -0.336 -0.136 -0.7339
H -0.553453 -0.354321 3.752262 -0.271 0.766 0.263 -1.1878
Sr 0.351397 -0.971865 0.083470 0.753 0.024 0.137 0.9631
H 2.193981 -2.940268 3.651951 -0.050 -0.425 0.998 0.6003
C 0.123930 2.771738 -5.438281 0.825 -0.012 0.335 -0.6308
H 4.649248 -2.725309 -3.210693 -0.985 0.797 0.078 0.4597
C 5.180254 2.651531 -1.846996 0.244 0.073 -0.174 -0.8024
H 0.331926 -7.774773 0.715091 0.336 -0.135 0.357 0.4318
C -0.148066 -2.785352 3.032258 -0.016 0.865 0.064 -0.7791
C 0.297025 2.912876 3.994902 -0.943 1.506 -0.515 -0.5537
C 4.512548 3.792352 -1.433773 -0.433 0.517 0.514 -0.5853
H 2.623407 4.648692 -0.832442 0.206 -0.056 0.089 0.3723
H -6.745246 1.431466 1.581804 0.202 -0.516 0.298 0.2896
O 0.198011 3.936535 2.920786 -0.063 -1.812 -0.381 -0.4514
H -1.666743 -1.362531 2.505124 -0.301 0.601 0.044 -0.1717
H -0.183780 -1.677203 -3.697522 0.256 0.394 -0.082 0.4197
H -1.282138 5.557558 2.037380 0.262 -0.037 -0.830 0.3742
```
Positions in Å, forces in eV/Å.

## Properties
total energy = -3699.3201 Ha
HOMO level = -7.47 eV
ΔE to the lowest compared entry with this formula, charge and spin = 25.22 kJ/mol
HOMO-LUMO gap = 7.74 eV
LUMO level = 0.27 eV

---

Entry from the OMol25 dataset: a molecular structure, C43H49CdN6O2P (wB97M-V/def2-TZVPD).

Structure (XYZ):
```
102
Properties=species:S:1:pos:R:3:forces:R:3:mulliken_charge:R:1
H 2.693468 -0.491078 6.385945 -0.026 0.004 -0.009 0.4217
H -3.752204 -3.296778 -1.619690 -0.046 0.000 0.017 0.6448
H 0.079970 -5.350623 2.582064 -0.026 0.003 0.007 0.4920
H -2.339230 0.195019 -2.320816 -0.011 0.015 -0.066 0.2423
H 4.386527 1.618702 3.073046 -0.016 -0.001 -0.021 0.5048
C 3.565501 0.694405 4.845430 -0.045 -0.151 -0.183 0.6833
N 1.464980 -1.681452 2.112997 -0.483 -0.181 -0.302 -0.0594
H -4.592245 -3.605128 0.392449 -0.025 0.014 -0.045 0.6581
H -6.289506 -0.860275 -0.028469 -0.021 -0.033 -0.112 0.2738
H -2.667473 3.048048 0.203196 0.011 -0.003 0.064 0.1667
C -3.470462 1.765083 2.334887 0.002 -0.039 -0.055 -2.3047
H 1.395172 -3.442178 3.192781 0.046 0.009 -0.001 0.4718
H 0.041391 6.268860 0.542465 0.027 -0.007 -0.020 0.3679
C -3.962059 0.351103 1.995516 0.194 -0.025 -0.241 2.6193
H -4.077848 0.206517 -2.695016 0.052 0.013 -0.019 0.3199
C 3.072467 0.022047 2.586499 -0.192 -0.125 -0.150 0.0933
C 3.965133 -1.781066 -1.887380 0.132 0.034 -0.086 -1.0255
C -3.332674 -0.594195 3.031719 -0.013 0.003 0.032 -1.8706
N 0.088329 1.433934 2.466868 0.100 -0.034 0.218 1.2909
C 0.710204 2.932753 0.690838 0.052 0.211 -0.070 -0.7948
H -5.097437 2.514670 0.053153 -0.020 0.016 -0.050 0.3182
C 4.197240 1.595969 5.853986 -0.024 -0.053 0.064 0.5955
C 2.222158 -0.978912 3.058147 0.504 0.218 0.513 0.0687
C -0.442052 3.538491 4.204277 -0.031 -0.085 -0.007 -1.1247
H -1.311554 -6.566255 0.906539 -0.012 0.002 0.008 0.4294
H -4.938480 -2.355665 1.580371 0.066 -0.056 -0.023 0.2420
H 3.185327 0.154845 1.517984 -0.046 0.038 0.008 0.4040
H 0.736682 4.392815 -0.870126 0.027 -0.006 0.036 0.8399
H -3.251273 -2.750841 1.175869 -0.030 -0.049 0.036 0.2278
C 0.135593 5.284555 0.984913 -0.112 0.143 0.256 -1.1774
H -3.097012 1.631546 -3.019356 -0.037 0.033 0.033 0.6418
H -4.991706 2.713421 -1.694086 -0.011 0.015 -0.001 0.5154
C 3.964144 0.612782 -2.119509 -0.288 -0.071 0.194 1.0561
H -3.679375 1.977988 3.387757 -0.004 -0.034 0.007 0.7635
H -3.686356 -1.762006 -2.479277 0.019 -0.033 0.028 0.2533
H -2.307112 -0.824027 2.735134 -0.012 -0.035 0.046 0.1159
C 4.547644 1.813528 -2.567431 0.103 0.242 -0.043 -1.0073
C -0.132793 5.117085 2.316611 -0.015 0.160 -0.119 -0.9382
C -2.448861 2.415076 -0.652497 0.029 -0.045 0.020 -1.7948
C 0.549761 4.214616 0.179314 0.072 -0.253 0.010 -0.1114
C 4.524100 -0.649102 -2.408805 -0.066 -0.053 -0.002 -0.7520
C -5.693101 -1.332762 -0.809046 0.010 0.006 0.041 -2.0793
C 2.270830 1.903082 -0.824613 0.061 0.338 0.084 0.0262
H 1.459513 -1.954853 4.820888 -0.020 0.042 0.005 0.3778
H -6.170393 -2.284956 -1.063229 -0.013 -0.007 0.004 0.5377
H -1.827379 -5.435590 -1.256196 0.039 0.022 -0.052 0.4627
O 4.430426 1.257557 6.979859 0.006 0.027 0.003 -0.5644
H -3.884067 -1.527799 3.134683 0.049 0.030 0.007 0.3791
H -1.484086 1.934927 -0.488835 0.034 0.069 -0.043 -0.1502
C 2.971961 3.049186 -1.211305 -0.153 -0.095 0.091 -1.1531
C -0.947582 -5.568391 0.701397 -0.064 0.019 -0.108 -0.5828
C 3.730554 0.851949 3.470386 0.058 0.086 0.166 -1.0907
H -5.964005 0.969519 1.373454 -0.034 -0.013 0.058 0.2773
H -0.822197 1.996862 5.641128 -0.018 -0.003 -0.015 0.5252
N -0.008769 -3.008440 0.177739 0.455 0.004 0.024 0.2932
C -4.260532 -2.634939 0.774921 0.001 -0.018 -0.027 -1.8634
H -0.406902 5.951795 2.949522 0.004 0.006 -0.017 0.4682
H -2.394724 1.847405 2.179767 -0.051 0.085 -0.016 0.3978
C -4.913058 1.984671 -0.881254 0.029 -0.035 0.049 -1.9977
C -0.547559 2.242476 4.624034 -0.065 0.130 0.059 -1.3503
H -3.316901 -0.108820 4.012743 -0.049 0.011 0.002 0.5164
C 2.810491 0.639995 -1.287068 0.294 0.117 -0.210 -0.8162
C -0.718144 -3.669213 -0.719392 0.141 0.003 -0.097 -0.6839
C -0.180651 -4.892770 1.635907 0.135 0.152 0.167 -0.8225
N -1.753914 -0.572919 0.396934 -0.101 -0.057 -0.118 0.2770
H -5.758239 0.718355 3.108687 -0.033 0.003 0.001 0.5260
C -3.246032 0.802997 -2.321329 -0.050 0.007 -0.016 -1.9058
H 4.401833 -2.754877 -2.062016 -0.048 -0.017 -0.007 0.4429
C -0.331178 1.217759 3.689654 0.114 -0.055 -0.106 -0.5098
C -0.110220 3.815786 2.859896 0.007 -0.308 -0.127 0.8471
C 2.810997 -1.657896 -1.101140 -0.121 0.023 -0.007 -0.2563
C 2.782022 -0.354357 5.316254 0.095 0.082 0.103 -1.3247
H -0.884333 -3.156828 -1.660439 0.102 -0.140 0.072 0.9698
H -0.537139 0.188509 3.954931 0.131 -0.092 0.067 0.5532
H 4.533366 3.929510 -2.379694 -0.003 0.007 0.012 0.3945
H -5.701736 1.245981 -1.016472 -0.024 0.099 -0.017 0.2581
H -0.631903 4.362437 4.882295 -0.036 0.001 -0.012 0.4851
C 0.264762 -3.607610 1.338508 -0.352 -0.307 -0.323 0.7325
C 2.114666 -1.182390 4.436272 -0.183 -0.035 -0.180 -0.2963
H 2.685979 4.005055 -0.803662 0.011 -0.008 -0.087 0.5522
C -4.257391 -1.605358 -0.363891 0.180 0.159 0.086 2.4816
Cd 0.242631 -0.105144 0.503369 0.073 -0.193 -0.100 3.2291
H -3.978268 2.526375 1.746043 0.049 0.027 0.001 0.2232
C -3.479305 -2.240595 -1.523987 0.001 0.034 -0.018 -1.2834
H -5.898543 -0.669951 2.035220 -0.018 0.072 0.031 0.3260
P -3.212359 -0.124147 0.282051 -0.626 0.168 0.045 -0.7573
C 1.093177 -2.880230 2.304102 0.273 0.221 0.219 -1.0464
H 5.386734 1.780805 -3.250540 0.024 -0.016 0.042 0.3817
C 0.230256 2.710676 2.035192 0.004 0.328 0.078 0.0929
H 4.155599 3.013923 4.557459 -0.060 -0.050 -0.019 0.3411
C -5.485808 0.335042 2.120004 0.044 -0.024 0.001 -2.0650
C 4.060569 2.999802 -2.086646 0.162 -0.194 -0.122 -0.9212
H 2.341695 -2.533978 -0.676627 -0.123 -0.070 0.029 0.2809
O 4.483014 2.849702 5.449262 0.117 0.118 0.026 -0.5028
C -1.226239 -4.945909 -0.502833 -0.004 -0.068 0.152 -0.9446
C -3.523048 1.352373 -0.915346 0.202 -0.305 0.175 2.5883
H -2.352648 3.069947 -1.523756 -0.045 -0.019 -0.018 0.6828
H 5.417560 -0.697613 -3.020156 -0.012 -0.004 -0.017 0.4055
N 2.246618 -0.504342 -0.829734 -0.030 -0.092 0.067 0.2047
H -5.725286 -0.708274 -1.701680 -0.048 -0.030 0.017 0.2892
N 1.230668 1.846888 0.041166 -0.073 -0.185 -0.023 0.7552
H -2.412647 -2.172678 -1.314995 -0.272 0.148 -0.053 -0.3756
```
Positions in Å, forces in eV/Å.

## Properties
total energy = -2656.1197 Ha
HOMO level = -6.57 eV
HOMO-LUMO gap = 5.68 eV
LUMO level = -0.89 eV

---

Look up the LUMO level of the first one.
0.27 eV